The following is a DFT calculation (wB97M-V/def2-TZVPD) of a structure of composition C16H28EuIO5P2S in a non-equilibrium geometry.

```
54
C16H28EuIO5P2S | the OMol25 dataset | wB97M-V/def2-TZVPD
C -0.123 -0.061 -7.101
C -0.111 0.617 -5.796
H -0.122 0.670 -7.931
H -1.033 -0.684 -7.158
H 0.774 -0.700 -7.167
O -0.106 1.709 -5.355
I -0.105 -1.280 -3.902
Eu -0.004 -0.922 -0.853
P 2.587 0.373 -1.401
C 3.496 1.670 -0.483
C 3.426 -1.135 -0.737
H 4.499 -0.907 -0.681
H 4.389 0.144 -2.993
H 3.293 -1.980 -1.429
H 2.787 -0.227 -3.724
H 3.171 1.664 0.573
H 3.035 -1.420 0.254
C 3.335 0.454 -3.057
H 4.578 1.469 -0.538
H 3.264 1.474 -3.451
H 3.263 2.649 -0.931
P -2.704 0.267 -1.557
C -3.450 1.583 -0.535
C -3.629 0.472 -3.118
H -3.365 -2.080 -1.398
H -4.706 -0.976 -0.996
H -3.390 -1.304 0.213
C -3.633 -1.165 -0.852
H -3.174 -0.170 -3.880
H -4.682 0.184 -2.980
H -4.547 1.505 -0.541
H -3.141 2.554 -0.940
H -3.567 1.512 -3.458
H -3.077 1.490 0.494
C 0.047 1.620 -1.213
O -0.197 2.749 -1.203
C 0.805 0.414 7.458
C 0.492 -0.175 6.110
C 0.245 -1.548 5.924
C -0.047 -2.040 4.648
C -0.096 -1.157 3.560
C 0.210 0.196 3.735
C 0.473 0.678 5.007
S -0.641 -1.761 1.966
O 0.616 -2.101 1.209
O -1.573 -2.841 2.155
O -1.211 -0.536 1.299
H -0.037 0.299 8.155
H 1.707 -0.020 7.908
H 0.990 1.490 7.345
H 0.294 -2.258 6.757
H -0.228 -3.108 4.509
H 0.240 0.901 2.902
H 0.682 1.746 5.178
```

Total charge: +2
Gap between HOMO and LUMO (spin up / spin down), eV: 6.54 / 1.34
HOMO level (spin up / spin down), eV: -12.917 / -11.597
Energy, eV: -84108.988
LUMO energy (spin up / spin down), eV: -6.3788 / -10.2599
Multiplicity: 7